Record 1
{
  "formula": "C4H10S2",
  "method": "ωB97M-V with the def2-TZVPD basis set",
  "smiles": "CCSCSC",
  "total_energy_ev": -25980.23698,
  "gap_ev": 9.4,
  "homo_energy_ev": -8.520,
  "total_charge": 0,
  "de_lowest_kcal_mol": 17.24,
  "multiplicity": 1,
  "species": ["C", "C", "S", "C", "S", "C", "H", "H", "H", "H", "H", "H", "H", "H", "H", "H"],
  "xyz": [[1.6954, 0.9044, 0.1615], [1.7861, -0.6392, 0.0478], [0.3472, -1.3967, -0.8243], [-0.9442, -1.2895, 0.5466], [-2.5838, -0.6694, 0.0691], [-2.1318, 0.8972, -0.6593], [0.7552, 1.1662, 0.6190], [2.5284, 1.2247, 0.7248], [1.8319, 1.3774, -0.8256], [1.8729, -1.0918, 1.0265], [2.6244, -1.0035, -0.5209], [-1.1475, -2.3862, 0.7022], [-0.4830, -0.7953, 1.4336], [-1.5363, 1.5052, 0.0193], [-3.0133, 1.4890, -0.9003], [-1.6015, 0.7075, -1.6202]],
  "forces_ev_per_a": [[0.19, -1.44, -1.47], [-1.08, 0.48, -0.33], [-0.24, 0.56, 0.95], [0.38, -1.37, -0.63], [0.40, -0.06, 0.24], [0.37, 0.30, -0.98], [-0.17, 0.37, 0.12], [0.79, 0.58, 1.05], [-0.51, -0.22, 0.31], [-0.09, -0.13, 0.28], [0.48, 0.17, -0.28], [0.18, 1.24, 0.53], [-0.49, -0.40, -0.67], [0.16, -0.10, -0.04], [-0.24, -0.26, 0.11], [-0.13, 0.28, 0.80]],
  "lowdin_charge": [-0.144, -0.537, 0.763, -0.791, 0.732, -0.462, 0.043, 0.048, 0.081, 0.061, 0.050, 0.023, 0.048, 0.025, 0.029, 0.031]
}


Record 2
{
  "formula": "C5H10O2",
  "method": "ωB97M-V with the def2-TZVPD basis set",
  "smiles": "OC[C@H]1CCCO1",
  "total_energy_ev": -9440.97614,
  "gap_ev": 10.7,
  "homo_energy_ev": -9.717,
  "total_charge": 0,
  "de_lowest_kcal_mol": 47.66,
  "multiplicity": 1,
  "species": ["O", "C", "C", "C", "C", "C", "O", "H", "H", "H", "H", "H", "H", "H", "H", "H", "H"],
  "xyz": [[2.8874, -0.5034, -0.7894], [1.7562, -0.8799, -0.0412], [0.4328, -0.2660, -0.5290], [-0.7247, -0.7843, 0.3877], [-1.8048, 0.2566, 0.1450], [-1.0068, 1.5114, 0.1531], [0.3576, 1.1645, -0.4521], [2.8361, 0.4576, -0.8637], [1.8911, -0.6504, 1.0292], [1.6779, -1.9760, -0.1340], [0.2948, -0.5752, -1.5813], [-0.3640, -0.7034, 1.4217], [-1.0059, -1.8244, 0.1908], [-2.4846, 0.6254, 0.9447], [-2.3837, 0.0492, -0.7656], [-0.7545, 1.7699, 1.1818], [-1.6051, 2.3282, -0.2979]],
  "forces_ev_per_a": [[-0.11, 0.41, -0.12], [-0.43, 0.05, 0.19], [-0.62, -0.64, 0.36], [0.21, 0.01, -0.05], [-0.53, 0.42, 0.57], [1.94, 0.11, -0.99], [-1.42, 0.35, 0.34], [0.21, -0.02, -0.08], [-0.01, 0.07, -0.17], [-0.09, 0.36, 0.03], [-0.09, 0.09, 0.26], [-0.10, -0.14, -0.10], [0.02, 0.26, -0.03], [-0.28, -1.67, -0.08], [0.28, 0.30, 0.16], [-0.15, 0.20, 0.00], [1.16, -0.12, -0.30]],
  "lowdin_charge": [-0.052, -0.233, -0.329, -0.133, -0.202, -0.156, -0.117, 0.087, 0.124, 0.132, 0.153, 0.119, 0.119, 0.126, 0.121, 0.115, 0.127]
}


Record 3
{
  "formula": "C39H35IN4O4ReS",
  "method": "ωB97M-V with the def2-TZVPD basis set",
  "total_energy_ev": -76227.73063,
  "gap_ev": [6.8, 6.5],
  "homo_energy_ev": [-7.500, -7.341],
  "total_charge": 0,
  "de_lowest_kcal_mol": 4.84,
  "multiplicity": 2,
  "species": ["Re", "C", "C", "N", "C", "C", "C", "O", "C", "C", "N", "C", "C", "C", "C", "C", "C", "I", "C", "O", "H", "H", "H", "H", "H", "H", "H", "H", "H", "H", "H", "H", "O", "S", "O", "N", "C", "C", "C", "C", "C", "C", "C", "C", "N", "C", "C", "C", "C", "C", "C", "C", "H", "H", "H", "H", "H", "H", "H", "H", "H", "H", "H", "C", "C", "C", "C", "C", "C", "C", "C", "C", "C", "H", "H", "H", "H", "H", "H", "H", "H", "H", "H", "H", "H"],
  "xyz": [[0.8860, 1.1156, -0.2719], [-2.7669, 3.5788, 1.6540], [-2.1844, 2.4966, 2.5119], [-2.6208, 2.4113, 3.7652], [-2.0535, 1.5500, 4.6036], [-0.9021, 0.8448, 4.3059], [-0.2433, -0.0443, 5.3218], [-0.1065, -1.3893, 4.8790], [-0.3882, 0.9526, 3.0078], [0.9748, 0.4740, 2.7400], [1.5395, 0.5956, 1.6083], [2.8853, 0.3160, 1.2305], [3.9424, -0.1581, 1.9797], [5.1433, -0.3442, 1.3011], [5.2463, -0.0553, -0.0572], [4.1557, 0.4261, -0.7821], [2.9491, 0.6182, -0.1326], [1.6230, 3.7262, 0.3799], [-1.1596, 1.6510, 2.0799], [-0.8712, 1.4473, 0.7485], [-3.3586, 4.2260, 2.2972], [-1.9744, 4.1658, 1.1884], [-3.4137, 3.1797, 0.8748], [-2.5068, 1.4631, 5.5852], [0.7507, 0.3379, 5.5811], [-0.8352, -0.0355, 6.2394], [-0.4506, -1.4819, 3.9823], [1.5415, 0.0853, 3.5798], [3.8566, -0.3827, 3.0354], [6.0082, -0.7142, 1.8360], [6.1961, -0.2062, -0.5559], [4.2641, 0.6400, -1.8405], [-1.0714, -2.8240, -0.6325], [-0.0369, -2.1014, 0.0600], [-0.3837, -1.5398, 1.3431], [0.5382, -0.8907, -0.8633], [0.8546, -1.1681, -2.2015], [0.8163, -2.3930, -2.8358], [1.1661, -2.5197, -4.1934], [1.5378, -1.4436, -4.9461], [1.5759, -0.1676, -4.3435], [1.9147, 1.0094, -5.0475], [1.9176, 2.2136, -4.4052], [1.5946, 2.2606, -3.0408], [1.2713, 1.1816, -2.3589], [1.2500, -0.0395, -2.9792], [1.3065, -3.2318, 0.3199], [0.9766, -4.5307, 0.6874], [1.9913, -5.4353, 0.9522], [3.3197, -5.0435, 0.8394], [3.6363, -3.7476, 0.4608], [2.6272, -2.8310, 0.1991], [0.4917, -3.2745, -2.3061], [1.1232, -3.5033, -4.6430], [1.7939, -1.5457, -5.9925], [2.1661, 0.9381, -6.0989], [2.1707, 3.1308, -4.9171], [1.6100, 3.1884, -2.4827], [-0.0635, -4.8216, 0.7550], [1.7460, -6.4481, 1.2435], [4.1097, -5.7546, 1.0436], [4.6698, -3.4410, 0.3659], [2.8692, -1.8210, -0.1031], [-2.7187, 2.7711, -2.1865], [-2.3480, 1.5426, -1.3452], [-2.0528, 0.3969, -2.3284], [-1.1028, 2.0130, -0.5566], [-3.4969, 1.0799, -0.4500], [-3.3260, -0.0369, 0.3686], [-4.3534, -0.4985, 1.1754], [-5.5872, 0.1367, 1.1682], [-5.7837, 1.2236, 0.3317], [-4.7498, 1.6873, -0.4719], [-1.8448, 3.0937, -2.7574], [-3.0404, 3.6104, -1.5673], [-3.5094, 2.5322, -2.8980], [-1.2812, 0.6932, -3.0428], [-2.9618, 0.1648, -2.8871], [-1.7408, -0.5122, -1.8197], [-1.0800, 3.0939, -0.4659], [-2.3831, -0.5673, 0.3783], [-4.1855, -1.3631, 1.8051], [-6.3908, -0.2195, 1.7996], [-6.7453, 1.7204, 0.3026], [-4.9342, 2.5430, -1.1074]],
  "forces_ev_per_a": [[-0.12, 0.34, 0.32], [-0.04, 0.01, 0.00], [0.01, -0.03, 0.00], [0.00, 0.00, -0.01], [0.02, 0.01, -0.01], [0.01, 0.00, 0.01], [-0.03, 0.02, 0.03], [0.09, -0.01, -0.01], [0.08, -0.02, -0.06], [0.06, 0.03, 0.01], [-0.13, -0.11, 0.06], [0.04, 0.09, -0.04], [-0.01, 0.00, 0.02], [0.00, 0.01, -0.01], [-0.01, -0.01, -0.01], [0.01, -0.03, -0.01], [-0.08, 0.10, -0.01], [-0.02, -0.10, -0.01], [0.05, 0.28, 0.04], [0.03, -0.69, -0.21], [0.00, -0.01, 0.01], [-0.01, 0.02, 0.02], [0.04, 0.03, 0.04], [0.00, -0.01, 0.00], [0.00, -0.02, 0.01], [-0.01, 0.01, -0.01], [-0.05, 0.01, 0.00], [0.00, -0.01, 0.00], [0.00, -0.01, 0.00], [0.00, 0.00, 0.00], [0.00, 0.00, 0.00], [0.00, 0.01, 0.00], [-0.01, -0.02, 0.00], [-0.01, 0.05, 0.09], [0.05, 0.03, -0.01], [-0.04, 0.01, 0.00], [-0.02, 0.01, -0.06], [0.03, 0.00, 0.03], [0.01, 0.03, -0.03], [-0.01, -0.03, 0.00], [0.00, 0.01, 0.02], [-0.01, 0.01, 0.02], [0.01, -0.01, -0.03], [0.01, 0.01, 0.03], [0.05, -0.01, -0.04], [-0.01, -0.05, 0.01], [-0.03, 0.01, -0.04], [-0.01, -0.02, -0.01], [-0.01, 0.00, 0.01], [0.01, 0.00, 0.00], [0.00, -0.03, 0.01], [0.00, -0.01, -0.03], [0.01, 0.00, 0.01], [0.00, 0.00, 0.00], [0.00, 0.00, 0.00], [0.00, 0.00, 0.00], [0.00, 0.00, 0.00], [-0.01, 0.00, 0.01], [0.00, 0.00, 0.00], [0.00, 0.00, 0.00], [0.00, 0.00, 0.00], [0.00, 0.00, 0.00], [-0.01, -0.08, -0.03], [0.01, -0.01, -0.02], [0.04, -0.15, -0.15], [-0.01, 0.01, 0.02], [0.05, 0.32, 0.09], [-0.04, -0.04, -0.05], [0.03, -0.02, 0.00], [0.00, 0.01, 0.01], [-0.01, 0.00, -0.01], [-0.01, 0.00, 0.02], [-0.02, -0.01, 0.01], [0.00, 0.00, 0.00], [0.01, 0.01, -0.01], [-0.02, 0.00, 0.01], [-0.02, -0.02, 0.04], [0.00, 0.02, 0.00], [-0.01, 0.02, -0.02], [0.07, -0.02, -0.07], [-0.03, 0.04, 0.03], [0.00, 0.00, 0.00], [0.00, 0.00, 0.00], [0.00, 0.00, 0.00], [0.00, 0.00, -0.01]],
  "lowdin_charge": [1.245, 0.012, -0.226, 0.135, -0.076, -0.136, -0.206, -0.046, -0.061, -0.031, -0.080, -0.334, -0.011, -0.086, -0.083, -0.089, -0.281, 0.271, -0.138, -0.254, 0.091, 0.079, 0.060, 0.119, 0.122, 0.119, 0.073, 0.136, 0.116, 0.104, 0.102, 0.100, -0.284, 0.612, -0.291, -0.235, -0.255, -0.005, -0.054, -0.039, -0.151, 0.006, -0.030, -0.117, -0.060, -0.165, -0.269, -0.054, -0.070, -0.074, -0.059, -0.047, 0.102, 0.111, 0.112, 0.122, 0.111, 0.039, 0.118, 0.106, 0.105, 0.105, 0.084, -0.052, -0.454, -0.021, -0.258, -0.182, -0.024, -0.055, -0.085, -0.077, -0.056, 0.091, 0.086, 0.093, 0.081, 0.102, 0.061, 0.027, 0.086, 0.109, 0.101, 0.102, 0.104]
}


Record 4
{
  "formula": "C3H11O",
  "method": "ωB97M-V with the def2-TZVPD basis set",
  "total_energy_ev": -5328.43369,
  "gap_ev": 10.4,
  "homo_energy_ev": -15.208,
  "total_charge": 1,
  "de_lowest_kcal_mol": 0.00,
  "multiplicity": 1,
  "species": ["O", "H", "H", "H", "C", "C", "C", "H", "H", "H", "H", "H", "H", "H", "H"],
  "xyz": [[1.7573, 2.3958, 0.5537], [1.6451, 2.7923, 1.4382], [1.6167, 3.0625, -0.1462], [1.2827, 1.5264, 0.3752], [0.5365, -0.1926, -0.1348], [-0.3822, -1.4073, 0.0207], [-1.8052, -1.1776, -0.4514], [0.8431, -0.0651, -1.1773], [1.3913, -0.3075, 0.5467], [-0.0306, 0.7083, 0.1912], [-0.4041, -1.7089, 1.0669], [0.0826, -2.2352, -0.5116], [-2.4053, -2.0659, -0.2725], [-2.2661, -0.3175, 0.0218], [-1.8616, -1.0078, -1.5207]],
  "forces_ev_per_a": [[0.40, 0.50, -0.21], [-0.12, -0.24, 0.07], [0.00, -0.09, -0.04], [-0.27, -0.21, 0.16], [-0.08, 0.37, 0.31], [-0.03, -0.05, 0.30], [0.07, -0.21, -0.42], [0.13, 0.08, 0.18], [0.21, -0.14, -0.37], [-0.22, -0.22, -0.19], [0.04, 0.06, 0.10], [-0.04, -0.06, -0.09], [-0.11, 0.03, 0.20], [-0.11, 0.06, 0.29], [0.14, 0.10, -0.30]],
  "lowdin_charge": [0.309, 0.199, 0.199, 0.097, -0.132, -0.288, -0.107, 0.102, 0.090, 0.075, 0.110, 0.114, 0.081, 0.073, 0.076]
}